No. 1
8
Properties=species:S:1:pos:R:3:forces:R:3:mulliken_charge:R:1 method="wB97M-V/def2-TZVPD" orbital_gap_ev=11.02 smiles="C#CC=C" lumo_ev=1.06 homo_energy_ev=-9.956
C -2.249157 0.117998 -0.076178 -1.45 0.63 0.55 0.08
C -1.130381 -0.239372 0.040602 7.27 -0.95 -1.33 -0.49
C 0.546335 -0.583287 -0.114971 -4.73 2.54 1.43 -0.33
C 1.507697 0.327143 -0.070593 0.86 -1.87 -0.10 -0.48
H -3.140834 0.582900 0.191109 -1.18 0.21 -0.20 0.39
H 0.601145 -1.572384 0.144215 0.83 -2.38 0.00 0.33
H 2.589170 0.027438 0.035492 -1.40 0.27 -0.23 0.22
H 1.276025 1.339564 -0.149673 -0.20 1.56 -0.13 0.29

***

No. 2
28
Properties=species:S:1:pos:R:3:forces:R:3:mulliken_spin:R:1 method="wB97M-V/def2-TZVPD" orbital_gap_ev="7.48 / 8.32" lumo_ev="0.45 / -0.38" multiplicity=2 homo_energy_ev="-7.024 / -8.701"
C 0.028840 -0.671125 3.191826 -0.03 -0.07 0.36 0.01
C 0.819565 -0.221564 1.986429 -0.11 -0.04 -0.03 0.04
C 0.241892 -0.700351 0.629811 0.10 0.37 0.79 -0.07
C -1.177977 -0.299253 0.468875 -0.12 0.01 -0.27 0.32
C -1.565402 0.559637 -0.500171 -0.14 0.07 0.51 -0.08
C -0.602345 1.044315 -1.414680 -0.82 0.24 -0.89 0.46
C 0.702875 0.544465 -1.506466 0.83 0.07 1.14 -0.22
C 1.159682 -0.143116 -0.403593 -1.09 0.21 -1.25 0.44
O 2.447002 -0.408313 -0.129558 1.39 -0.77 -0.62 0.04
C 1.628863 1.000230 -2.597092 0.00 0.41 -0.23 0.00
C -3.004214 1.001769 -0.596489 -0.23 0.24 -0.26 -0.01
O 0.357086 -2.134438 0.668525 0.52 -0.55 -0.46 0.04
O 0.258947 -2.691961 -0.670256 0.40 0.87 0.09 0.00
H 0.529442 -0.293868 4.095277 -0.24 -0.22 -0.14 0.00
H -0.985264 -0.251601 3.165365 0.20 -0.23 0.13 -0.01
H -0.014766 -1.767407 3.233102 -0.11 0.29 0.12 0.00
H 0.798343 0.874943 1.935584 0.20 -0.15 0.00 0.01
H 1.860093 -0.562356 2.053132 -0.30 0.15 -0.01 0.00
H -1.908230 -0.716225 1.158303 0.22 -0.02 -0.07 0.02
H -0.909584 1.841175 -2.094156 0.08 -0.34 -0.10 0.03
H 0.937842 -2.163918 -1.171478 -0.76 -0.71 0.57 -0.01
H 2.968572 -0.604058 -0.930619 -0.30 0.41 0.43 0.00
H 2.564792 0.425715 -2.644275 -0.23 0.22 0.03 0.00
H 1.146752 0.917835 -3.583125 0.12 0.00 0.34 -0.01
H 1.870834 2.064277 -2.438903 0.13 -0.35 -0.16 -0.01
H -3.124657 1.673775 -1.453382 -0.11 -0.13 0.12 0.00
H -3.667540 0.139070 -0.743654 0.16 0.20 0.01 0.00
H -3.361443 1.542349 0.291668 0.25 -0.19 -0.15 -0.01

***

No. 3
15
Properties=species:S:1:pos:R:3:forces:R:3:mulliken_charge:R:1 method="wB97M-V/def2-TZVPD" orbital_gap_ev=9.41 smiles="COC1=NO1.CON=O" lumo_ev=0.49 homo_energy_ev=-8.923
C 2.174959 -1.591663 0.716098 0.59 -2.43 1.90 -0.61
O 1.656204 -0.901573 -0.325501 -2.34 1.68 -3.95 -0.31
C 1.404440 0.357505 -0.276224 0.49 0.39 0.81 1.06
N 1.041018 1.436702 -0.773526 0.02 -0.50 -3.77 -0.56
O 1.518672 1.312360 0.644450 1.05 -0.63 3.42 -0.35
H 1.605905 -1.287197 1.625197 1.08 -0.38 -0.17 0.33
H 3.254146 -1.329706 0.648190 -0.50 -0.84 1.14 0.30
H 1.939152 -2.724978 0.494230 0.81 2.29 0.55 0.18
C -2.478684 0.054658 -0.407448 -0.69 -0.80 -1.16 -0.59
O -1.792061 1.012782 -1.275879 -0.59 -0.88 1.27 -0.15
N -1.137389 2.086209 -0.727281 -0.40 2.10 0.59 0.28
O -1.213065 2.304761 0.442873 -0.65 -1.39 -1.23 -0.38
H -2.396612 -0.898908 -0.992137 -0.08 0.81 0.52 0.23
H -3.588670 0.287934 -0.352938 1.49 0.01 0.32 0.27
H -1.988016 -0.118892 0.559894 -0.27 0.57 -0.23 0.28

***

No. 4
35
Properties=species:S:1:pos:R:3:forces:R:3:mulliken_charge:R:1 method="wB97M-V/def2-TZVPD" charge=+1 orbital_gap_ev=8.87 lumo_ev=-2.41 homo_energy_ev=-11.280
C 2.920197 0.149609 1.499918 -0.56 0.83 2.55 -1.21
C 1.620184 -1.864930 -0.916932 0.92 3.15 0.37 -1.69
C -3.603095 0.159819 0.810515 -0.40 2.61 1.02 -1.40
C 1.378642 0.149916 1.416214 1.60 4.26 -3.20 -1.42
C 1.467855 -0.328368 -1.161388 -0.75 -2.37 -0.27 -1.14
C -2.116988 0.468637 1.000919 0.80 -1.53 -1.63 -0.51
C 0.916823 0.469745 -0.068769 -2.63 -2.28 2.17 0.87
C -1.172865 -0.399624 0.153849 1.91 3.66 -1.80 -0.26
N -1.265252 -1.710296 0.329966 -0.26 -4.81 1.74 -0.27
N 0.510726 2.281885 -1.653874 -0.05 -0.84 -0.27 -0.78
N 0.713498 1.758987 -0.349016 0.13 2.93 0.57 0.15
N -1.478897 -0.169023 -1.424133 0.64 2.14 -0.26 -0.23
H 3.422172 1.156094 1.360205 -0.52 -1.43 0.02 0.29
H 3.237499 -0.638296 0.885192 0.95 -0.45 -1.49 0.38
H 3.192063 -0.306910 2.496398 -0.14 1.08 -0.63 0.38
H 0.730528 -2.348685 -0.716626 -1.86 -1.24 -0.95 0.43
H 2.313028 -2.184742 -1.645531 0.18 -1.18 -0.91 0.46
H 2.086711 -1.965105 0.024852 1.04 -0.17 1.04 0.39
H -3.958123 0.570666 -0.162929 -0.15 0.13 0.98 0.37
H -4.023273 -0.790489 0.900171 0.25 -2.25 -0.12 0.46
H -4.082807 0.606358 1.740236 0.05 0.26 -1.61 0.34
H 1.041927 -0.756635 1.623408 -1.40 -4.16 0.86 0.48
H 0.829547 0.808269 2.069132 0.17 0.58 0.32 0.64
H 1.068858 -0.111265 -2.144082 -0.77 -0.02 -0.14 0.52
H 2.418579 0.062732 -1.313449 2.32 0.67 -0.03 0.79
H -1.952383 1.522934 0.770592 0.12 0.02 0.48 0.25
H -1.760877 0.134158 1.964629 -0.21 0.67 0.72 0.30
H -2.224867 -2.094358 0.525567 1.43 0.31 0.09 0.21
H -0.489809 -2.266123 0.798189 -1.69 1.19 -0.85 0.25
H 1.385811 2.409751 -2.132028 0.59 -0.26 -0.27 0.24
H 0.122822 3.216180 -1.644284 -0.48 -0.12 0.64 0.22
H 1.147985 2.409201 0.290495 -0.23 0.08 0.19 0.37
H -0.963352 -0.867173 -1.944928 -0.28 -0.71 0.17 0.34
H -0.918331 0.735218 -1.760401 -2.27 -1.39 0.66 0.39
H -2.514533 -0.268138 -1.622077 1.55 0.63 -0.17 0.37

***

No. 5
14
Properties=species:S:1:pos:R:3:forces:R:3:mulliken_charge:R:1 method="wB97M-V/def2-TZVPD" orbital_gap_ev=8.92 lumo_ev=0.63 homo_energy_ev=-8.282
C -0.944030 1.685814 0.531904 0.72 -3.52 -0.07 -0.73
N 1.908577 -1.044557 0.365987 2.66 -0.89 4.19 -0.31
N 1.315508 -2.023375 1.054456 2.25 1.78 0.58 -0.14
O -0.672072 -0.450783 -1.150268 0.30 0.66 0.39 -0.56
O -1.132056 1.938516 -1.987290 -0.29 0.83 4.34 -0.48
P 0.234073 -2.926429 0.420653 -1.75 -2.12 -0.04 -0.04
S -1.547841 0.698975 -0.891837 -0.81 0.81 -0.84 0.56
H -1.103919 2.675812 0.347084 -0.25 2.65 -0.62 0.34
H -1.432968 1.381590 1.463703 0.05 -0.21 -0.36 0.31
H 0.101146 1.366451 0.515975 0.10 0.51 0.41 0.22
H 1.492555 -0.688737 -0.393543 -1.79 1.70 -3.46 0.24
H 2.579922 -0.489203 0.916911 -0.87 -0.47 -0.74 0.24
H -1.037555 1.592743 -2.820899 0.22 -1.61 -3.30 0.30
H 0.238660 -3.716817 1.627167 -0.52 -0.13 -0.48 0.04

***

No. 6
73
Properties=species:S:1:pos:R:3:forces:R:3:mulliken_charge:R:1 method="wB97M-V/def2-TZVPD" charge=+4 orbital_gap_ev=6.37 lumo_ev=-13.56 homo_energy_ev=-19.935
Os -0.029093 -0.020293 -0.611645 0.08 0.31 0.37 1.16
N 1.946109 -0.572036 -1.014109 0.07 -0.27 -0.22 -0.64
C 2.915132 -0.569672 0.099896 -0.03 0.05 -0.03 0.34
C 4.269937 -0.583208 -0.146482 -0.04 -0.01 0.15 -0.71
C 5.131970 -0.614922 0.951267 0.08 0.00 -0.07 -0.72
C 4.642728 -0.636287 2.249601 0.01 0.01 0.07 -0.86
C 3.274193 -0.624606 2.486361 -0.05 -0.02 -0.01 -0.97
C 2.405067 -0.598422 1.396621 -0.06 0.07 -0.01 0.59
P 0.630700 -0.667337 1.501976 0.16 -0.20 -0.02 1.45
C -0.099090 -0.253409 3.041683 0.01 0.08 -0.07 0.75
C -0.678524 -1.269622 3.818811 -0.02 0.01 0.02 -0.40
C -1.138875 -0.961391 5.086610 -0.01 0.00 0.02 -0.84
C -1.039915 0.340035 5.568866 0.00 -0.01 -0.01 -0.57
C -0.464766 1.347932 4.796643 0.00 0.00 0.00 -0.80
C 0.011511 1.057197 3.533704 0.04 0.03 0.01 -0.20
C 0.026530 -2.167573 0.758618 -0.24 0.03 -0.09 0.28
C 0.870770 -3.212677 0.307310 0.05 0.04 -0.09 -0.77
C 0.318262 -4.337465 -0.252048 -0.04 -0.04 -0.01 -0.68
C -1.077515 -4.451244 -0.386723 0.06 0.01 0.01 -0.78
C -1.918436 -3.447515 0.058377 0.05 0.07 0.03 -0.65
C -1.376597 -2.307400 0.645204 -0.07 -0.25 0.23 -0.86
H 2.299128 0.034439 -1.758086 -0.01 0.02 0.07 0.11
H 1.914222 -1.514761 -1.411690 0.05 0.02 -0.03 0.54
H 4.670109 -0.577957 -1.153702 -0.02 0.00 -0.01 0.57
H 6.200994 -0.620532 0.780956 0.00 -0.01 0.01 0.49
H 5.332927 -0.661239 3.082339 -0.01 0.00 0.01 0.51
H 2.889247 -0.637693 3.498577 0.01 -0.01 0.00 0.60
H -0.743956 -2.287938 3.456704 0.02 0.00 0.00 0.48
H -1.565121 -1.737743 5.707680 -0.01 0.00 -0.01 0.47
H -1.408813 0.571560 6.559798 0.02 0.00 0.01 0.47
H -0.382042 2.351198 5.191872 -0.01 0.00 -0.01 0.47
H 0.480387 1.837135 2.943703 0.00 -0.01 -0.01 0.36
H 1.943860 -3.148489 0.453247 0.00 0.00 -0.01 0.64
H 0.953362 -5.157050 -0.562419 0.00 0.00 -0.01 0.53
H -1.493311 -5.356312 -0.811970 -0.01 0.00 0.00 0.50
H -2.992005 -3.566609 -0.003793 0.00 -0.01 0.02 0.58
H -2.025690 -1.594372 1.141341 0.05 0.00 -0.08 0.98
S -1.709948 -0.633488 -2.069177 -0.02 -0.03 -0.16 -0.55
C -3.414222 -0.869740 -1.591212 0.10 -0.10 -0.11 0.70
N -4.142981 -1.382499 -2.554405 -0.03 -0.02 0.10 -0.19
C -5.609519 -1.580660 -2.436492 0.08 -0.01 -0.04 -0.63
C -5.952659 -1.802369 -0.975386 -0.06 0.03 -0.01 -0.50
C -5.383309 -0.679955 -0.129254 0.07 0.05 0.01 -0.58
N -3.935860 -0.518230 -0.435729 0.01 0.01 0.03 0.01
H -3.688307 -1.658249 -3.414411 0.01 -0.02 0.00 0.25
H -5.859237 -2.442751 -3.050647 -0.04 0.00 0.01 0.41
H -6.109157 -0.705078 -2.852514 -0.01 0.00 0.02 0.32
H -5.569559 -2.767641 -0.639398 -0.01 -0.01 -0.01 0.22
H -7.035127 -1.824831 -0.858491 0.00 -0.01 0.01 0.38
H -5.463479 -0.890465 0.935041 -0.03 -0.02 0.00 0.39
H -5.879959 0.269489 -0.332201 -0.01 -0.01 0.00 0.34
H -3.359923 -0.021514 0.223772 -0.05 0.04 -0.05 0.17
C 3.314116 2.420224 -3.068081 -0.15 0.04 0.00 -1.17
N 1.942136 2.037835 -2.665517 0.21 -0.10 0.00 0.14
C 1.215594 1.272517 -3.688052 -0.04 0.11 -0.07 -0.81
C 1.372048 2.555282 -1.573026 -0.07 -0.14 0.20 0.64
N 0.413792 1.809546 -0.852016 -0.08 0.23 0.00 -0.50
N 1.688880 3.738984 -1.095126 0.02 0.07 -0.10 -0.06
C 2.138815 4.854807 -1.959222 -0.03 -0.09 0.06 -1.09
C 1.459828 4.122054 0.306298 0.01 -0.01 -0.02 -1.17
H 3.820036 1.510640 -3.391040 0.04 0.02 -0.02 0.40
H 3.841067 2.850261 -2.220959 0.03 -0.02 -0.03 0.39
H 3.309904 3.122563 -3.900275 0.04 -0.03 -0.02 0.41
H 1.018784 1.911995 -4.550282 0.02 -0.02 -0.01 0.39
H 0.264008 0.911048 -3.314164 -0.08 0.01 0.02 0.21
H 1.832677 0.439343 -4.024040 -0.02 -0.04 0.00 0.34
H -0.170186 2.451114 -0.315326 -0.01 -0.02 -0.05 0.34
H 2.028889 4.591087 -3.004884 -0.03 0.06 0.02 0.38
H 3.170048 5.120420 -1.733574 0.00 0.02 -0.02 0.40
H 1.489396 5.700998 -1.738644 0.04 0.04 -0.01 0.43
H 0.482145 4.594189 0.423330 0.00 0.00 0.03 0.39
H 2.221346 4.849647 0.578930 -0.01 0.01 0.01 0.42
H 1.566533 3.259735 0.961100 -0.03 0.00 0.00 0.38

***

No. 7
15
Properties=species:S:1:pos:R:3:forces:R:3:mulliken_charge:R:1 method="wB97M-V/def2-TZVPD" orbital_gap_ev=8.87 lumo_ev=0.76 homo_energy_ev=-8.107
C 0.534361 0.965109 0.155107 0.77 0.59 -0.03 -0.48
C -0.472303 0.168597 -0.234966 0.88 0.88 -0.66 0.42
C 1.098806 0.255152 1.363240 -2.71 -2.17 -1.83 -0.16
C -0.189711 -1.014660 0.715835 -0.37 3.89 2.79 -0.36
C -1.264016 0.410718 -1.559860 1.31 -0.57 2.45 -1.02
O 2.374168 -0.172799 1.121837 3.04 -1.76 1.23 -0.54
O 0.541600 -1.980487 0.157963 1.57 -0.95 -1.37 -0.54
H 1.027282 1.841490 -0.360129 -0.90 -0.74 0.64 0.29
H 0.910630 0.622258 2.334285 -0.17 0.52 1.09 0.47
H -0.998832 -1.293995 1.502263 1.48 -0.17 -1.67 0.33
H -0.623401 -0.133454 -2.281881 -1.15 0.16 -0.15 0.25
H -1.154684 1.502354 -1.694027 -0.61 -0.64 -0.37 0.29
H -2.281315 0.035105 -1.348658 0.37 0.32 -1.04 0.32
H 2.923007 -0.703489 1.844522 -2.49 1.79 -1.89 0.32
H 1.284528 -1.477150 -0.306093 -1.03 -1.15 0.82 0.43

***

No. 8
34
Properties=species:S:1:pos:R:3:forces:R:3:mulliken_spin:R:1 method="wB97M-V/def2-TZVPD" orbital_gap_ev="7.58 / 5.93" lumo_ev="-0.04 / -1.77" multiplicity=5 homo_energy_ev="-7.620 / -7.703"
Mn 0.106593 -0.297218 0.097506 -0.49 0.62 -0.90 3.04
C -4.665395 -3.250371 0.353692 0.07 -0.19 -0.13 0.00
Si -5.020907 -1.786858 1.425879 0.12 0.05 -0.01 0.00
C -6.513881 -0.885120 0.782889 -0.18 0.16 -0.11 0.00
C -5.345344 -2.367889 3.165650 0.00 -0.07 0.23 0.00
C -3.625438 -0.517935 1.546059 0.08 0.06 -0.06 -0.01
C -3.857242 0.562273 2.388276 0.02 0.07 0.06 0.02
C -2.917694 1.574295 2.592681 -0.09 -0.06 -0.02 0.00
C -1.718004 1.466223 1.933850 0.08 -0.04 -0.01 0.02
N -1.467202 0.449393 1.104926 -0.10 -0.01 0.11 -0.05
C -2.381995 -0.520879 0.878793 -0.16 0.05 0.08 0.01
S -1.757604 -1.665807 -0.283005 0.00 0.09 0.12 -0.03
H -5.535616 -3.913646 0.396426 0.06 -0.01 -0.04 0.00
H -3.788548 -3.801859 0.697080 -0.04 -0.01 -0.03 0.00
H -4.491224 -2.968393 -0.685545 -0.01 -0.03 0.03 0.00
H -7.383128 -1.546690 0.735284 0.03 0.03 0.00 0.00
H -6.321736 -0.505004 -0.223967 -0.04 0.00 0.03 0.00
H -6.773626 -0.034625 1.418818 -0.02 -0.02 -0.04 0.00
H -6.177184 -3.077263 3.193431 0.03 0.03 0.00 0.00
H -5.590733 -1.538972 3.834800 0.01 -0.05 -0.01 0.00
H -4.460018 -2.870895 3.564695 -0.05 0.01 0.02 0.00
H -4.804677 0.629768 2.916980 0.03 -0.01 -0.02 0.00
H -3.115022 2.411971 3.246171 0.00 -0.02 0.00 0.00
H -0.924046 2.193253 2.057199 0.01 -0.01 -0.03 -0.01
S 1.442350 -1.092276 -1.530528 0.20 -0.25 -0.21 0.08
S 3.280747 -0.274551 -1.281097 0.01 -0.33 -0.07 0.23
S 3.013167 1.671523 -0.820818 0.27 0.30 0.00 0.37
S 1.178863 1.942448 -0.161825 -0.41 -0.10 0.16 0.28
Cl 3.716120 -2.801352 3.343227 0.14 -0.11 -0.01 0.00
C 2.372595 -1.797582 3.865016 -0.33 0.26 -0.60 0.00
Cl 2.940097 -0.414942 4.792081 0.07 0.10 0.16 0.00
Cl 1.193825 -2.736677 4.770539 -0.08 -0.10 0.15 0.00
C 1.691512 -1.272863 2.658802 0.35 -0.23 0.50 0.05
N 1.168962 -0.864752 1.730205 0.41 -0.21 0.65 -0.01

***

Relative energy (zero: lowest compared OMol25 entry of this formula, charge and spin) (kJ/mol)
135.4 0.0 964.8 171.0 63.4 31.3 355.6 0.0
DFT total energy (Ha)
-154.6689 -615.5998 -528.0887 -537.2507 -1041.7126 -2208.3723 -345.6695 -5309.8260